Density functional theory data (ωB97M-V/def2-TZVPD) for C18H36F2Li2NO22S2 as an isolated structure.

Geometry (Å):
Li  10.933  11.393  14.781
Li  8.592  12.123  14.615
N  9.889  12.678  15.937
S  9.752  12.115  17.493
O  8.578  12.427  18.304
O  10.996  11.678  18.098
F  9.237  10.722  16.925
S  9.886  14.158  16.227
O  10.752  14.629  17.282
O  8.589  14.808  16.068
F  10.685  14.529  14.905
C  5.441  9.351  17.054
O  6.041  10.103  16.025
C  6.011  11.479  16.009
O  6.566  12.141  15.122
O  5.356  11.938  17.118
C  5.262  13.337  17.294
H  6.079  9.322  17.938
H  5.432  8.327  16.682
H  4.423  9.599  17.354
H  5.042  13.907  16.391
H  6.249  13.710  17.565
H  4.557  13.603  18.082
C  6.299  15.666  22.286
O  7.525  15.019  21.820
C  8.700  15.656  21.704
O  8.881  16.808  22.128
O  9.638  14.869  21.175
C  10.876  15.432  20.800
H  5.895  15.134  23.147
H  5.552  15.894  21.525
H  6.449  16.664  22.697
H  11.267  16.148  21.522
H  10.940  15.862  19.800
H  11.539  14.569  20.867
C  8.945  7.265  17.037
O  7.970  7.191  18.031
C  8.230  7.566  19.382
O  7.374  7.506  20.282
O  9.383  8.270  19.429
C  9.833  8.809  20.633
H  9.125  8.273  16.662
H  8.564  6.584  16.276
H  9.912  6.825  17.276
H  9.555  8.118  21.429
H  9.554  9.861  20.697
H  10.922  8.791  20.670
C  2.927  9.626  23.455
O  3.903  10.422  22.803
C  4.788  9.827  21.942
O  4.972  8.671  21.736
O  5.560  10.828  21.412
C  6.617  10.548  20.513
H  3.422  8.802  23.969
H  2.233  9.179  22.742
H  2.380  10.133  24.250
H  6.813  11.460  19.950
H  6.397  9.857  19.699
H  7.449  10.106  21.061
C  6.150  12.879  11.988
O  6.762  14.134  11.733
C  7.760  14.515  12.483
O  8.122  13.963  13.510
O  8.308  15.622  11.901
C  9.333  16.256  12.565
H  6.816  12.106  12.372
H  5.722  12.479  11.069
H  5.401  12.963  12.775
H  8.897  16.656  13.480
H  9.694  17.187  12.129
H  10.235  15.652  12.660
C  10.545  22.479  17.671
O  10.324  21.101  17.586
C  10.833  20.469  16.512
O  11.366  20.981  15.511
O  10.410  19.169  16.607
C  10.840  18.153  15.664
H  11.121  22.650  18.581
H  9.559  22.893  17.883
H  10.923  22.950  16.764
H  10.668  18.420  14.622
H  10.303  17.209  15.749
H  11.905  17.939  15.751

Output
**Kohn-Sham gap (spin up / spin down)**: 0.22877 / 0.05374 hartree
**Spin multiplicity**: 2
**Charge**: +2

Quick look at the Mulliken charges, all values in e:
1 Li 0.8520
2 Li 1.0324
3 N -0.0227
4 S 0.7359
5 O -0.3274
6 O -0.5162
7 F -0.2806
8 S 0.9208
9 O -0.5251
10 O -0.4924
11 F -0.3179
12 C -0.0670
13 O -0.2952
14 C 0.6854
15 O -0.5710
16 O -0.2315
17 C -0.6301
18 H -0.3786
19 H 0.2798
20 H 0.3531
21 H 0.3160
22 H 0.2146
23 H 0.3019
24 C -0.7706
25 O -0.2457
26 C 0.7309
27 O -0.5845
28 O -0.2292
29 C -0.6769
30 H 0.2927
31 H 0.2894
32 H 0.3446
33 H 0.3796
34 H 0.2372
35 H 0.2390
36 C -0.4667
37 O -0.3147
38 C 0.7747
39 O -0.5324
40 O -0.2397
41 C -0.6733
42 H 0.0072
43 H 0.3098
44 H 0.3659
45 H 0.4231
46 H 0.1735
47 H 0.2757
48 C -0.5561
49 O -0.1694
50 C 0.5761
51 O -0.3799
52 O -0.0621
53 C 0.3897
54 H 0.3358
55 H 0.3264
56 H 0.2787
57 H 0.3312
58 H -0.4881
59 H 0.3155
60 C -0.4492
61 O -0.3327
62 C 0.4206
63 O -0.2661
64 O -0.3658
65 C -0.5958
66 H 0.1194
67 H 0.3413
68 H 0.2438
69 H 0.2843
70 H 0.3782
71 H 0.2284
72 C -0.6420
73 O -0.2867
74 C 0.7252
75 O -0.5770
76 O -0.2383
77 C -0.4623
78 H 0.2409
79 H 0.2287
80 H 0.3562
81 H 0.3081
82 H -0.0663
83 H 0.3635



Density functional theory data (ωB97M-V/def2-TZVPD) for a 4-piece molecular cluster, C18H36N8O5PS overall.

Geometry (Å):
N  4.540  2.618  0.723
P  4.802  1.876  -0.772
O  5.884  2.950  -1.305
N  3.275  2.558  -1.540
C  3.173  3.321  -2.682
C  1.856  3.607  -2.874
N  1.168  3.015  -1.843
C  -0.282  3.048  -1.602
C  -0.986  1.780  -2.095
C  -1.171  0.676  -1.030
C  -2.609  0.452  -0.590
S  -3.276  1.599  0.653
C  -3.078  3.194  -0.013
N  -3.441  3.702  -1.136
N  -3.030  5.031  -1.122
C  -2.480  5.221  0.013
O  -2.448  4.111  0.777
C  2.042  2.395  -1.053
H  3.847  2.118  1.273
H  5.399  2.638  1.270
H  6.144  2.767  -2.218
H  4.009  3.640  -3.281
H  1.380  4.175  -3.655
H  -0.410  3.152  -0.522
H  -0.696  3.941  -2.068
H  -0.440  1.391  -2.958
H  -1.969  2.073  -2.469
H  -0.848  -0.267  -1.482
H  -0.514  0.828  -0.166
H  -3.282  0.368  -1.444
H  -2.655  -0.508  -0.069
H  -2.041  6.122  0.411
H  1.786  1.837  -0.166
C  1.165  -3.189  -1.247
C  -0.301  -3.396  -1.539
O  -1.177  -2.769  -0.953
N  -0.620  -4.314  -2.477
C  0.268  -5.151  -3.264
H  1.258  -2.430  -0.474
H  1.610  -4.118  -0.888
H  1.694  -2.856  -2.141
H  -1.613  -4.414  -2.620
H  0.113  -4.957  -4.327
H  0.055  -6.200  -3.064
H  1.306  -4.960  -3.016
C  -5.002  4.550  5.988
C  -4.267  3.760  4.931
O  -3.504  2.852  5.210
N  -4.484  4.101  3.629
C  -5.340  5.143  3.098
H  -4.720  4.157  6.960
H  -4.735  5.606  5.941
H  -6.081  4.454  5.866
H  -3.965  3.531  2.980
H  -6.104  4.717  2.445
H  -4.757  5.862  2.518
H  -5.835  5.675  3.904
C  3.060  -8.462  -0.564
C  2.543  -7.218  0.120
O  1.543  -6.635  -0.272
N  3.230  -6.767  1.200
C  4.424  -7.328  1.803
H  2.403  -8.689  -1.398
H  4.072  -8.308  -0.941
H  3.066  -9.309  0.122
H  2.830  -5.941  1.617
H  4.232  -7.609  2.839
H  5.238  -6.602  1.788
H  4.743  -8.212  1.261

Output
**Kohn-Sham gap**: 0.30977 hartree
**Charge**: +1
**ΔE to the lowest compared entry with this formula, charge and spin**: 0.0 kcal/mol

Quick look at the Mulliken charges, all values in e:
1 N -0.5183
2 P 0.1608
3 O -0.4672
4 N 0.2371
5 C -0.4296
6 C -0.2786
7 N 0.3218
8 C -1.2026
9 C -0.9190
10 C -0.0862
11 C -0.8594
12 S -0.2030
13 C 0.6411
14 N -0.2919
15 N -0.4547
16 C -0.0023
17 O -0.2506
18 C -0.0154
19 H 0.2293
20 H 0.2989
21 H 0.3363
22 H 0.3621
23 H 0.4476
24 H 0.6880
25 H 0.3005
26 H 0.5376
27 H 0.6125
28 H -0.1260
29 H 0.2745
30 H 0.5048
31 H 0.4042
32 H 0.4272
33 H 0.3365
34 C -1.1640
35 C 0.8049
36 O -0.6603
37 N -0.1533
38 C -0.8037
39 H 0.2648
40 H 0.2389
41 H 0.3868
42 H 0.2389
43 H 0.3045
44 H 0.2729
45 H 0.2876
46 C -1.3246
47 C 0.8316
48 O -0.6449
49 N -0.0410
50 C -0.8603
51 H 0.2934
52 H 0.3556
53 H 0.3672
54 H 0.0726
55 H 0.2847
56 H 0.2503
57 H 0.3718
58 C -1.3723
59 C 0.8420
60 O -0.6313
61 N -0.1607
62 C -0.8657
63 H 0.2868
64 H 0.3832
65 H 0.3804
66 H 0.2324
67 H 0.2964
68 H 0.2917
69 H 0.3266



Density functional theory data (ωB97M-V/def2-TZVPD) for a 4-piece molecular cluster, C18H36O12 overall.

Geometry (Å):
C  3.146  -1.726  2.819
C  2.336  -1.997  1.540
C  2.242  -0.767  0.628
O  2.293  -1.032  -0.767
C  3.473  -1.621  -1.256
C  4.756  -0.887  -0.924
O  4.649  0.464  -1.395
C  5.781  1.193  -1.322
O  5.773  2.387  -1.189
H  3.520  -2.647  3.268
H  2.539  -1.185  3.550
H  4.015  -1.092  2.606
H  1.327  -2.295  1.837
H  2.771  -2.851  1.015
H  1.272  -0.285  0.781
H  2.999  -0.023  0.916
H  3.362  -1.646  -2.345
H  3.580  -2.660  -0.916
H  5.584  -1.404  -1.425
H  4.956  -0.886  0.153
H  6.704  0.609  -1.475
C  -1.197  0.662  5.533
C  -1.227  -0.845  5.669
O  -2.034  -1.456  4.650
C  -1.452  -1.574  3.459
O  -0.321  -1.257  3.190
O  -2.327  -2.119  2.619
C  -1.840  -2.253  1.280
H  -2.211  1.062  5.520
H  -0.659  1.101  6.373
H  -0.699  0.960  4.611
H  -1.698  -1.139  6.605
H  -0.225  -1.270  5.641
H  -0.884  -2.774  1.268
H  -1.739  -1.273  0.816
H  -2.578  -2.833  0.736
C  2.632  3.477  -0.491
C  1.940  2.412  -1.308
O  0.623  2.108  -0.810
C  -0.346  2.961  -1.117
O  -0.253  3.952  -1.791
O  -1.470  2.513  -0.547
C  -2.610  3.354  -0.740
H  2.610  3.227  0.572
H  3.667  3.556  -0.814
H  2.149  4.446  -0.623
H  2.465  1.466  -1.226
H  1.892  2.679  -2.363
H  -2.761  3.567  -1.796
H  -2.489  4.287  -0.191
H  -3.458  2.801  -0.347
C  -6.341  -0.317  -3.683
C  -5.511  -1.492  -4.151
O  -4.149  -1.113  -4.407
C  -3.378  -0.999  -3.327
O  -3.711  -1.218  -2.191
O  -2.166  -0.615  -3.717
C  -1.249  -0.406  -2.637
H  -6.272  0.505  -4.397
H  -7.386  -0.612  -3.591
H  -5.998  0.041  -2.714
H  -5.875  -1.867  -5.105
H  -5.531  -2.308  -3.431
H  -1.195  -1.278  -1.988
H  -1.539  0.469  -2.060
H  -0.273  -0.235  -3.080

Output
**SMILES**: CCCOCCOC=O.CCOC(=O)OC.CCOC(=O)OC.CCOC(=O)OC
**Kohn-Sham gap**: 0.39543 hartree

Quick look at the Mulliken charges, all values in e:
1 C -1.4165
2 C 0.1896
3 C -0.4692
4 O -0.3288
5 C -0.7999
6 C -0.5750
7 O -0.1793
8 C 0.0204
9 O -0.4583
10 H 0.3787
11 H 0.2762
12 H 0.3690
13 H -0.2749
14 H 0.4548
15 H 0.5009
16 H 0.2468
17 H 0.4321
18 H 0.3848
19 H 0.5378
20 H 0.3260
21 H 0.3650
22 C -1.0716
23 C -0.1585
24 O -0.4048
25 C 0.7331
26 O -0.5093
27 O -0.3784
28 C -0.5148
29 H 0.3088
30 H 0.3600
31 H 0.2631
32 H 0.3085
33 H 0.2771
34 H 0.2503
35 H 0.2016
36 H 0.3066
37 C -1.2525
38 C 0.1992
39 O -0.0656
40 C 0.6071
41 O -0.5981
42 O -0.2054
43 C -0.7920
44 H 0.2602
45 H 0.3543
46 H 0.4006
47 H -0.0811
48 H 0.3561
49 H 0.3194
50 H 0.3240
51 H 0.2270
52 C -1.0907
53 C -0.1723
54 O -0.4058
55 C 0.7372
56 O -0.5698
57 O -0.3846
58 C -0.0348
59 H 0.2936
60 H 0.3565
61 H 0.3063
62 H 0.2978
63 H 0.3039
64 H 0.2310
65 H -0.0696
66 H 0.1958